Entry 1:
Density functional theory data (the ωB97M-V functional and the def2-TZVPD basis) for a structure of composition C8H14N3O in a non-equilibrium geometry.

For the gap between HOMO and LUMO, the calculation gives 8.82 eV. As for the net charge: +1. The HOMO energy is -11.96 eV.

Each line ends with the Löwdin charge.
Geometry (Å):
1 C 2.50 -1.15 -0.53  -0.020
2 C 1.27 -1.29 0.00  0.026
3 C 2.17 0.59 0.72  0.037
4 C -1.53 0.89 0.37  -0.360
5 C -4.18 -0.71 -0.37  -0.039
6 C 4.36 0.56 -0.43  0.012
7 C -0.13 0.06 1.59  -0.004
8 C -2.91 -0.39 -1.23  -0.156
9 N -1.65 2.06 0.71  0.174
10 N 3.13 -0.03 -0.05  -0.096
11 N 1.02 -0.13 0.81  -0.055
12 O -1.81 -0.15 -0.33  -0.064
13 H 3.04 -1.71 -1.21  0.122
14 H 0.64 -2.13 -0.01  0.125
15 H 2.54 1.45 1.22  0.154
16 H -3.92 -0.36 0.59  0.058
17 H -4.96 -0.01 -0.65  0.074
18 H -4.53 -1.75 -0.39  0.087
19 H 4.78 1.13 0.36  0.106
20 H 4.88 -0.26 -0.77  0.077
21 H 4.27 1.25 -1.29  0.124
22 H -0.77 -0.89 1.89  0.154
23 H -0.11 0.90 2.28  0.094
24 H -3.15 0.58 -1.73  0.128
25 H -2.58 -1.21 -1.93  0.146
26 H -2.37 2.70 0.35  0.097



Entry 2:
Density functional theory data (the ωB97M-V functional and the def2-TZVPD basis) for the molecule C8H14N3O3P in a non-equilibrium geometry.

The structure (SMILES) is N#C[C@@H](CCCCN)[C@H](C#N)P(=O)(O)O. For the gap between HOMO and LUMO, the calculation gives 8.64 eV. The HOMO energy is -9.36 eV.

Each line ends with the Löwdin charge.
Geometry (Å):
1 N 0.26 -3.41 2.34  0.097
2 C 0.62 -2.73 1.29  -0.107
3 C 1.36 -1.69 0.21  -0.264
4 C 0.37 -1.46 -1.07  -0.194
5 C -0.72 -0.25 -0.93  -0.212
6 C -1.99 -0.57 0.05  -0.184
7 C -2.71 0.90 0.42  -0.302
8 N -3.86 1.23 -0.50  -0.076
9 C 1.91 -0.34 0.95  -0.262
10 C 0.83 0.32 2.04  -0.099
11 N -0.28 0.61 2.64  0.137
12 P 2.58 1.02 -0.20  0.766
13 O 4.10 1.34 0.27  -0.414
14 O 1.71 2.53 0.13  -0.248
15 O 2.68 0.62 -1.88  -0.213
16 H 2.32 -2.28 -0.18  0.163
17 H -0.25 -2.47 -1.20  0.135
18 H 1.01 -1.37 -2.08  0.121
19 H -0.27 0.78 -0.61  0.082
20 H -1.17 -0.08 -2.02  0.131
21 H -1.73 -1.07 1.08  0.091
22 H -2.79 -1.14 -0.58  0.119
23 H -1.94 1.80 0.36  0.103
24 H -3.10 0.89 1.54  0.116
25 H -3.63 1.03 -1.51  0.063
26 H -3.93 2.29 -0.47  0.075
27 H 2.83 -0.69 1.63  0.157
28 H 2.34 3.17 0.61  0.111
29 H 3.47 1.04 -2.33  0.108



Entry 3:
Density functional theory data (the ωB97M-V functional and the def2-TZVPD basis) for a cluster of 2 separate species, C8H14N3O5S in total in a non-equilibrium geometry.

For the gap between HOMO and LUMO, the calculation gives 7.89 eV. As for the net charge: +1. The HOMO energy is -13.10 eV.

Each line ends with the Löwdin charge.
Geometry (Å):
1 C 3.75 -0.61 -2.02  0.014
2 C 2.41 0.04 -2.00  -0.141
3 C 1.24 -0.67 -2.07  0.080
4 C 0.01 0.00 -2.07  -0.050
5 N -0.09 1.31 -2.00  0.141
6 N 1.04 1.96 -1.93  0.148
7 C 2.27 1.43 -1.92  -0.269
8 O 3.29 2.28 -1.81  0.001
9 N 3.93 2.73 -3.10  0.123
10 O 3.42 2.32 -4.03  0.168
11 H 4.55 0.11 -1.98  0.086
12 H 3.84 -1.34 -1.22  0.108
13 H 3.85 -1.15 -2.96  0.109
14 H 1.26 -1.75 -2.12  0.146
15 H -0.90 -0.56 -2.12  0.137
16 H 0.97 2.97 -1.84  0.201
17 O -1.52 -1.90 3.67  -0.263
18 S -2.44 -1.69 2.59  0.570
19 O -2.07 -2.06 1.26  -0.295
20 O -2.87 -0.16 2.59  -0.258
21 C -1.82 0.82 2.61  -0.245
22 C -1.09 0.88 1.28  -0.098
23 C -4.00 -2.38 2.98  -0.113
24 H -1.13 0.60 3.42  0.119
25 H -2.31 1.77 2.82  0.127
26 H -0.56 -0.06 1.10  0.059
27 H -0.36 1.69 1.27  0.076
28 H -1.80 1.03 0.46  0.079
29 H -4.29 -2.07 3.98  0.081
30 H -3.89 -3.46 2.94  0.082
31 H -4.73 -2.05 2.24  0.079



Entry 4:
Density functional theory data (the ωB97M-V functional and the def2-TZVPD basis) for a cluster of 2 separate species, C8H14N3OS in total in a non-equilibrium geometry.

For the gap between HOMO and LUMO, the calculation gives 8.05 eV. As for the net charge: +1. The HOMO energy is -10.98 eV.

Each line ends with the Löwdin charge.
Geometry (Å):
1 C -0.94 0.65 2.85  -0.168
2 C 4.45 -0.26 0.03  -0.331
3 C -1.61 1.90 3.39  -0.536
4 C -0.54 -1.48 -1.86  -0.146
5 C -1.13 -0.30 -1.25  -0.139
6 C 0.95 -1.34 -1.68  -0.073
7 C -0.01 0.62 -0.77  -0.241
8 C 0.29 0.62 0.73  0.024
9 N -0.40 0.59 1.71  0.030
10 N 5.05 -0.32 1.07  0.256
11 N 1.12 0.18 -1.58  0.064
12 O 3.61 -0.14 -0.80  0.073
13 S -3.00 1.57 4.52  0.721
14 H -0.84 -0.19 3.55  0.125
15 H -0.81 2.46 4.03  0.116
16 H -1.92 2.51 2.62  0.033
17 H -0.77 -2.45 -1.42  0.141
18 H -0.71 -1.62 -2.88  0.110
19 H -1.74 0.20 -1.90  0.097
20 H -1.84 -0.51 -0.47  0.128
21 H 1.44 -1.63 -0.78  0.124
22 H 1.58 -1.57 -2.52  0.135
23 H -0.33 1.73 -0.88  0.195
24 H -3.93 1.49 3.58  -0.148
25 H 5.86 -0.27 1.64  0.108
26 H 1.99 0.51 -1.18  0.111
27 H 1.14 0.40 -2.58  0.193



Entry 5:
Density functional theory data (the ωB97M-V functional and the def2-TZVPD basis) for the molecule C8H14N4S2 in a non-equilibrium geometry.

For the gap between HOMO and LUMO (spin up / spin down), the calculation gives 7.06 / 7.19 eV. The HOMO energy (spin up / spin down) is -7.25 / -7.37 eV.

Each line ends with the Löwdin charge.
Geometry (Å):
1 C -1.87 -0.91 -0.56  -0.704
2 C 1.31 0.05 -0.91  -0.822
3 C 0.21 -1.67 0.45  -0.510
4 C -0.11 1.74 -0.25  -0.582
5 C 1.27 -2.66 0.18  -0.069
6 C -0.21 -1.77 1.96  -0.008
7 C 0.41 2.76 0.76  -0.010
8 C -1.20 2.25 -1.22  -0.052
9 N -1.03 -1.88 -0.47  0.068
10 N 1.01 1.34 -1.07  0.049
11 N 0.58 -0.36 0.12  -0.113
12 N -0.42 0.49 0.42  0.117
13 S -3.32 -0.41 -1.03  0.671
14 S 2.55 -0.66 -1.73  0.681
15 H 1.79 -2.67 1.15  0.102
16 H 1.93 -2.27 -0.67  -0.041
17 H 1.00 -3.62 -0.16  0.071
18 H -1.14 -1.11 2.07  0.102
19 H 0.54 -1.31 2.59  0.085
20 H -0.34 -2.82 2.15  0.080
21 H -0.51 3.36 1.07  0.106
22 H 0.94 3.37 -0.01  0.084
23 H 0.96 2.36 1.64  0.101
24 H -1.43 1.63 -2.14  0.085
25 H -0.90 3.22 -1.47  0.049
26 H -2.24 2.37 -0.80  0.079
27 H -1.39 -2.86 -0.46  0.182
28 H 1.61 2.04 -1.64  0.200



Entry 6:
Density functional theory data (the ωB97M-V functional and the def2-TZVPD basis) for a cluster of 2 separate species, C8H14NO in total in a non-equilibrium geometry.

As for the expectation value of S²: 0.754. Its spin multiplicity is 2. For the gap between HOMO and LUMO (spin up / spin down), the calculation gives 3.63 / 8.58 eV. The HOMO energy (spin up / spin down) is -3.11 / -8.09 eV.

Each line ends with the Mulliken spin population.
Geometry (Å):
1 C 0.71 2.88 0.39  -0.007
2 C 1.18 -1.32 0.72  0.274
3 C 1.51 -0.65 -0.45  -0.045
4 C 0.42 -0.69 1.70  0.174
5 C 1.09 0.70 -0.60  0.388
6 C 0.05 0.70 1.56  0.144
7 C 0.50 1.40 0.46  -0.231
8 O 1.41 -2.70 0.81  -0.116
9 H 2.35 -2.73 0.99  0.007
10 H 2.30 -1.08 -1.06  -0.037
11 H 0.02 -1.20 2.56  -0.014
12 H 1.55 1.24 -1.43  0.080
13 H -0.66 1.13 2.27  0.015
14 H 0.52 3.27 -0.62  -0.009
15 H 1.64 3.29 0.81  0.009
16 H 0.01 3.50 0.96  0.004
17 C -2.33 -0.42 -1.08  0.384
18 N -1.36 -1.54 -1.20  0.486
19 H -0.58 -1.41 -1.85  -0.068
20 H -0.93 -1.68 -0.25  0.073
21 H -1.84 -2.36 -1.60  -0.242
22 H -1.80 0.45 -0.71  0.037
23 H -3.07 -0.68 -0.32  -0.105
24 H -2.70 -0.11 -2.06  -0.199



Entry 7:
Density functional theory data (the ωB97M-V functional and the def2-TZVPD basis) for a structure of composition C8H14NO in a non-equilibrium geometry.

For the gap between HOMO and LUMO, the calculation gives 10.87 eV. As for the net charge: +1. The HOMO energy is -13.80 eV.

Each line ends with the Löwdin charge.
Geometry (Å):
1 C -2.81 -0.80 -0.55  -0.225
2 C -1.86 0.44 -0.63  -0.119
3 C 1.99 -1.97 -0.33  -0.127
4 C 1.17 -0.87 -0.98  0.036
5 C 1.98 -1.16 0.97  -0.066
6 C -1.31 0.76 0.75  -0.021
7 C 1.08 -0.21 0.17  -0.200
8 C 0.48 2.11 -0.06  -0.014
9 N 0.27 0.91 0.66  -0.073
10 O -2.91 -1.42 0.44  0.093
11 H -1.06 0.16 -1.42  0.127
12 H -2.45 1.15 -1.07  0.085
13 H 1.65 -2.98 -0.31  0.114
14 H 2.99 -2.07 -0.76  0.119
15 H 0.40 -0.94 -1.83  0.138
16 H -3.31 -0.97 -1.52  0.137
17 H 1.60 -1.64 1.84  0.119
18 H 2.90 -0.68 1.12  0.104
19 H -1.63 1.73 1.16  0.145
20 H -1.46 -0.11 1.44  0.144
21 H -0.20 2.19 -0.82  0.073
22 H 0.42 2.99 0.59  0.136
23 H 1.47 2.10 -0.39  0.107
24 H 0.59 1.26 1.53  0.167



Entry 8:
Density functional theory data (the ωB97M-V functional and the def2-TZVPD basis) for a structure of composition C8H14NO in a non-equilibrium geometry.

For the gap between HOMO and LUMO, the calculation gives 10.18 eV. As for the net charge: +1. The HOMO energy is -13.94 eV.

Each line ends with the Löwdin charge.
Geometry (Å):
1 C -0.46 -1.95 -0.08  -0.202
2 C -2.68 0.11 0.73  0.065
3 C -1.42 0.26 1.11  -0.157
4 C 0.83 -2.45 0.30  -0.090
5 C 1.75 -1.33 0.01  -0.182
6 C 1.13 -0.14 0.80  -0.095
7 C -0.07 2.11 -1.14  -0.057
8 C -0.43 0.59 -1.06  -0.155
9 N -0.31 -0.12 0.29  -0.143
10 O -1.48 -2.32 -0.45  0.268
11 H -3.41 0.45 1.49  0.094
12 H -3.14 -0.57 -0.06  0.111
13 H -1.23 0.64 2.05  0.108
14 H 0.97 -2.52 1.46  0.194
15 H 1.15 -3.36 -0.17  0.150
16 H 2.75 -1.49 0.44  0.137
17 H 1.90 -1.03 -1.06  0.131
18 H 1.26 -0.53 1.89  0.157
19 H 1.48 0.94 0.86  0.155
20 H -0.54 2.64 -0.37  0.048
21 H 0.96 2.49 -1.16  0.076
22 H -0.52 2.49 -2.15  0.128
23 H 0.28 0.00 -1.76  0.139
24 H -1.45 0.49 -1.46  0.120



Which formula does entry 4 have?
C8H14N3OS